#i
18
Properties=species:S:1:pos:R:3:nbo_charge:R:1 method="wB97M-V/def2-TZVPD" molar_mass_g_mol=126.231 gap_ha=0.333 homo_energy_ev=-8.5
C -0.153 -0.504 -2.891 -0.310
C 0.554 0.221 -1.893 -0.276
C -0.962 -1.392 -2.215 0.085
C 0.146 -0.246 -0.672 -0.198
C -1.030 -0.603 2.051 -1.100
C 0.955 1.805 1.542 -1.129
O -0.768 -1.235 -0.864 -0.415
Si 0.569 -0.001 1.101 1.440
H -0.066 -0.176 -3.943 0.234
H 1.028 1.103 -2.101 0.218
H -1.699 -2.030 -2.703 0.214
H -1.725 -0.972 1.312 0.254
H -1.026 -1.494 2.666 0.251
H -1.407 0.204 2.639 0.232
H 1.488 2.089 0.655 0.237
H 0.003 2.428 1.744 0.248
H 1.639 1.958 2.378 0.254
H 2.454 -1.155 1.195 -0.241

#ii
18
Properties=species:S:1:pos:R:3:nbo_charge:R:1 method="wB97M-V/def2-TZVPD" molar_mass_g_mol=126.231 gap_ha=0.317 homo_energy_ev=-8.1
C -2.273 -2.087 0.625 -0.483
C 0.210 2.803 0.521 -0.363
C 2.630 -0.818 -0.278 -0.321
C -2.268 -1.098 -0.205 -0.407
C 0.028 1.531 0.676 -0.709
C 1.344 -1.037 -0.166 -0.708
O 0.035 0.583 -2.195 -1.063
Si 0.015 0.194 -0.598 1.769
H -3.144 -2.689 0.891 0.184
H -1.477 -2.217 1.422 0.178
H 0.466 3.392 1.420 0.211
H 0.174 3.238 -0.519 0.190
H 3.369 -1.661 0.093 0.200
H 3.046 0.096 -0.669 0.197
H -3.000 -0.818 -0.876 0.169
H 0.152 0.940 1.697 0.237
H 0.915 -1.851 0.393 0.230
H -0.223 1.499 -2.234 0.487

Stability ranking, top entry: #i; the second entry is 0.584 eV less favorable.

#i
11
Properties=species:S:1:pos:R:3:mulliken_spin:R:1 method="wB97M-V/def2-TZVPD" molar_mass_g_mol=91.066 charge=+1 s2=0.76 gap_ha="0.273 / 0.113" multiplicity=2 homo_energy_ev="-13.3 / -13.3"
O -2.631 -2.504 1.332 0.280
C -1.918 -1.773 1.921 -0.029
N -0.433 -2.013 1.865 0.092
C -0.063 -1.997 0.545 -0.046
O -0.838 -1.909 -0.389 0.589
H -2.176 -1.123 2.765 0.033
H 0.088 -1.329 2.482 -0.004
H 1.039 -2.096 0.411 0.085
H 2.755 5.523 -3.689 0.000
H 1.608 4.652 -3.592 0.000
O 2.570 4.569 -3.650 0.000

#ii
11
Properties=species:S:1:pos:R:3:mulliken_spin:R:1 method="wB97M-V/def2-TZVPD" molar_mass_g_mol=91.066 charge=+1 s2=0.78 gap_ha="0.406 / 0.236" multiplicity=2 homo_energy_ev="-16.5 / -16.5"
O -1.512 -1.946 -1.032 0.049
C -0.911 -1.075 -0.418 -0.026
N 0.336 -0.398 -0.765 0.793
C 1.705 -0.795 -0.484 -0.139
O 2.485 0.110 -0.313 0.343
H -1.261 -0.739 0.495 0.017
H 0.194 0.612 -0.931 -0.034
H 1.779 -1.810 -0.228 -0.006
H -0.334 2.398 1.514 0.000
H -1.633 1.807 1.304 0.000
O -0.846 1.837 0.857 0.003

Stability ranking, top entry: #i; the second entry is 0.148 eV less favorable.